Density functional theory data (ωB97M-V with the def2-TZVPD basis set) for a cluster of 2 separate species, C3H12N2O in total in a non-equilibrium geometry.

Last column: natural (NBO) charge in e.
CARTESIAN COORDINATES (ANGSTROEM)
N 0.685605 -2.298592 0.870874  -0.865
C 1.159763 -0.928350 0.560809  -0.250
C 0.252005 0.270163 1.057578  -0.215
N 0.751804 1.510639 0.392068  -0.637
C -0.343995 2.136287 -0.433302  -0.428
H -0.333883 -2.359413 0.916869  0.359
H 1.153566 -2.781818 1.574572  0.362
H 1.971102 -0.683317 1.210229  0.197
H 1.345266 -1.038984 -0.516402  0.196
H -0.821281 0.102663 0.889442  0.178
H 0.215374 0.290212 2.264576  0.172
H 1.536170 1.265385 -0.256902  0.352
H -0.055199 2.607519 -1.302840  0.193
H -1.252510 1.451340 -0.549672  0.202
H -0.641828 3.009314 0.229524  0.182
H -2.702076 -0.909512 -1.784499  0.481
H -1.596835 -0.474252 -2.756486  0.460
O -1.910796 -0.479008 -1.983688  -0.937

Cartesian forces (eV/Å) of the 6 atoms listed first:
N -1.40 1.32 -1.21
C -1.80 -0.75 1.18
C 0.06 -0.57 0.90
N -0.37 -0.88 -1.22
C -1.59 -0.11 4.31
H 0.70 -0.12 0.20

Properties
LUMO energy: 0.028 Eh
energy relative to the best compared isomer or geometry (same formula, charge and spin): 2.549 eV
largest force on an atom: 10.32 eV/A
DFT total energy: -306.15027 hartree